This record from the Open Molecules 2025 dataset describes 10 unconnected molecules or ions with the total composition C51H126BrN11O6 at a distorted geometry. The level of theory is ωB97M-V/def2-TZVPD.

ORCA input file:
```
! RIJCOSX wB97M-V def2-TZVPD def2/J DEFGRID3
* xyz 8 1
C -12.7286 12.9335 -15.1311
C -14.2519 12.6375 -15.1943
N -14.9858 13.8821 -15.4726
C -15.2031 14.3403 -16.7598
C -16.0231 15.4302 -16.6593
N -16.4085 15.5391 -15.3427
C -15.6918 14.6598 -14.6226
C -17.4868 16.3707 -14.8613
H -12.2538 11.9499 -15.2105
H -12.4148 13.2795 -14.1489
H -12.3728 13.5254 -15.9703
H -14.3931 12.2295 -14.1927
H -14.5438 11.9194 -15.9561
H -14.6776 13.8344 -17.5537
H -16.4881 16.1149 -17.3526
H -15.6827 14.4874 -13.5603
H -17.1358 17.3551 -14.5486
H -17.9845 15.9447 -13.9932
H -18.1559 16.4467 -15.7161
C -17.7279 8.9034 -5.1521
C -18.1094 7.9632 -6.2847
N -19.0818 8.5457 -7.2146
C -19.9191 7.8132 -8.0150
C -20.8484 8.6514 -8.5595
N -20.4468 9.9197 -8.2051
C -19.3602 9.8476 -7.4264
C -20.9622 11.1833 -8.7508
H -18.5274 9.1789 -4.4730
H -17.0585 9.6721 -5.5354
H -16.9895 8.2864 -4.6279
H -18.4535 7.0097 -5.8864
H -17.2305 7.7403 -6.8973
H -19.8923 6.7362 -7.9983
H -21.7043 8.4977 -9.1933
H -18.9130 10.7076 -6.9448
H -21.2523 11.7968 -7.8976
H -21.8712 11.0096 -9.3203
H -20.1395 11.6044 -9.3213
C -21.3746 9.7959 -12.7614
C -20.6153 8.5195 -13.0765
C -21.4050 7.2971 -12.6220
C -20.7023 5.9534 -12.6960
N -21.4434 4.8583 -11.9516
C -21.1895 5.0895 -10.4314
C -21.5107 3.7644 -9.8158
C -20.8314 2.7547 -10.7399
C -20.8288 3.4827 -12.1018
C -22.9300 4.8396 -12.3648
H -20.8349 10.6889 -13.0771
H -21.6730 9.8687 -11.7139
H -22.3359 9.7994 -13.2802
H -19.5665 8.5407 -12.7567
H -20.6114 8.3503 -14.1605
H -22.2519 7.2858 -13.3134
H -21.8797 7.5083 -11.6592
H -19.6632 6.0211 -12.3636
H -20.6328 5.5991 -13.7275
H -21.9383 5.8365 -10.1700
H -20.1598 5.4295 -10.3439
H -22.5924 3.6845 -9.7102
H -21.1162 3.7490 -8.7983
H -21.3866 1.8198 -10.7409
H -19.8353 2.6031 -10.3268
H -21.1229 2.8244 -12.9191
H -19.7987 3.7109 -12.4007
H -23.2334 3.9022 -11.8953
H -23.1759 4.7605 -13.4192
H -23.4005 5.6096 -11.7595
C -13.8249 17.2753 -6.7117
N -15.0468 16.4125 -6.4864
C -15.5397 15.8123 -7.7894
C -14.5897 15.3464 -5.4813
C -16.2086 17.0905 -5.8141
C -16.5963 18.4316 -6.4767
O -17.4834 18.2710 -7.5940
H -13.6683 17.9221 -5.8518
H -14.0166 17.9218 -7.5655
H -13.0006 16.6115 -6.9540
H -15.6136 16.6757 -8.4476
H -16.4686 15.2772 -7.6238
H -14.7902 15.1425 -8.2199
H -13.7560 14.8505 -5.9782
H -15.3655 14.6283 -5.2304
H -14.2061 15.9459 -4.6606
H -15.9098 17.3531 -4.7996
H -17.0721 16.4282 -5.7524
H -15.7275 18.9355 -6.9025
H -17.0939 19.0705 -5.7489
H -17.8355 19.1334 -7.8414
C -14.0009 9.4196 -10.8605
N -15.3953 9.8063 -10.3416
C -16.3552 9.8776 -11.5645
C -15.8780 8.7059 -9.4285
C -15.2488 11.1818 -9.6392
C -16.4343 11.6968 -8.7903
O -16.4074 11.1350 -7.5048
H -14.0732 8.3456 -11.0382
H -13.3065 9.5554 -10.0357
H -13.6870 9.8900 -11.7878
H -16.1087 8.9131 -12.0057
H -15.9719 10.6971 -12.1726
H -17.3924 10.1117 -11.3444
H -15.3643 8.7344 -8.4698
H -15.8293 7.7091 -9.8589
H -16.9113 9.0160 -9.2691
H -15.1486 11.8712 -10.4779
H -14.3572 11.1725 -9.0181
H -17.4144 11.5167 -9.2510
H -16.3298 12.7735 -8.6212
H -16.7362 11.7603 -6.8039
C -19.4525 9.4442 -16.7972
N -18.3288 10.4144 -16.4429
C -17.6258 9.9899 -15.1326
C -17.2804 10.3639 -17.5663
C -19.0196 11.7645 -16.2273
C -19.5983 12.4710 -17.4737
O -18.7178 12.6318 -18.5614
H -19.1038 8.4148 -16.8402
H -19.8325 9.7821 -17.7583
H -20.2442 9.5079 -16.0540
H -17.2503 9.0020 -15.3872
H -18.2331 10.0859 -14.2392
H -16.8271 10.7286 -15.2111
H -16.8230 9.3783 -17.5610
H -16.5334 11.1302 -17.3647
H -17.7639 10.6187 -18.5055
H -18.3653 12.3754 -15.6004
H -19.8321 11.4988 -15.5486
H -19.8434 13.4519 -17.0568
H -20.5211 11.9904 -17.7997
H -18.5500 13.5781 -18.6118
C -9.1641 7.8620 -14.4441
N -9.9987 7.7751 -13.1519
C -9.0899 7.5954 -11.9569
C -10.6926 9.1098 -13.1581
C -11.1094 6.7156 -13.2597
C -10.5410 5.3450 -13.6029
O -11.6077 4.4024 -13.4281
H -9.9189 8.0166 -15.2141
H -8.5248 6.9930 -14.5666
H -8.5706 8.7741 -14.4983
H -8.5172 6.7001 -12.1823
H -9.7390 7.3283 -11.1226
H -8.5467 8.5209 -11.7998
H -11.2039 9.2531 -12.1994
H -11.4143 9.1481 -13.9666
H -9.9676 9.9212 -13.1241
H -11.8606 7.0978 -13.9502
H -11.6376 6.7511 -12.3049
H -9.7215 5.0017 -12.9660
H -10.1272 5.2036 -14.6028
H -11.3244 3.7249 -12.8068
C -14.1428 2.9533 -10.1809
N -15.1998 2.6695 -11.2247
C -14.4553 2.1280 -12.4456
C -16.2332 1.7111 -10.6515
C -15.9326 3.9886 -11.5677
C -15.0528 5.1847 -11.8841
O -15.8706 6.2986 -12.3088
H -13.2580 3.3582 -10.6645
H -13.8864 2.0228 -9.6753
H -14.5237 3.6252 -9.4130
H -13.7558 1.4322 -11.9876
H -13.9653 2.8752 -13.0629
H -15.1851 1.5843 -13.0435
H -16.6082 2.0459 -9.6857
H -15.6557 0.8059 -10.4711
H -17.0390 1.6614 -11.3779
H -16.6101 4.1602 -10.7274
H -16.6469 3.7389 -12.3559
H -14.4120 4.9714 -12.7427
H -14.4417 5.4828 -11.0352
H -16.2969 6.1023 -13.1496
C -9.0892 11.8519 -6.7125
N -10.2434 10.8366 -6.8870
C -10.0807 10.1409 -8.2143
C -10.1286 9.8157 -5.7414
C -11.5635 11.5278 -6.7268
C -11.9203 12.6571 -7.6876
O -11.8892 12.4233 -9.1167
H -9.0725 12.2550 -5.7022
H -9.2225 12.6254 -7.4629
H -8.1899 11.2644 -6.8799
H -10.1384 10.9552 -8.9349
H -10.9497 9.4910 -8.2737
H -9.0631 9.7608 -8.2363
H -10.7041 8.9545 -6.0726
H -10.3317 10.3145 -4.8008
H -9.0976 9.4638 -5.7921
H -11.4702 11.9246 -5.7187
H -12.3518 10.7991 -6.9379
H -11.2213 13.4700 -7.4699
H -12.9448 12.9865 -7.5070
H -12.0529 13.2535 -9.5734
Br -18.5480 13.5429 -6.2844
*
```

Properties
lowest unoccupied orbital energy	-15.57	eV
F_max	2.9	eV/A
highest occupied orbital energy	-20.74	eV
Kohn-Sham gap	5.18	eV

These are the Mulliken partial charges, in e, on atoms 1 to 99: number 1, C, carries -1.151; number 2, C, carries 0.098; number 3, N, carries 0.400; number 4, C, carries -0.388; number 5, C, carries -0.672; number 6, N, carries 0.092; number 7, C, carries -0.291; number 8, C, carries -0.851; number 9, H, carries 0.313; number 10, H, carries 0.333; number 11, H, carries 0.404; number 12, H, carries -0.330; number 13, H, carries 0.331; number 14, H, carries 0.575; number 15, H, carries 0.564; number 16, H, carries 0.517; number 17, H, carries 0.349; number 18, H, carries 0.363; number 19, H, carries 0.347; number 20, C, carries -1.172; number 21, C, carries -0.109; number 22, N, carries 0.402; number 23, C, carries -0.768; number 24, C, carries -0.665; number 25, N, carries 0.164; number 26, C, carries -0.468; number 27, C, carries -0.790; number 28, H, carries 0.341; number 29, H, carries 0.204; number 30, H, carries 0.436; number 31, H, carries 0.446; number 32, H, carries 0.103; number 33, H, carries 0.826; number 34, H, carries 0.713; number 35, H, carries 0.348; number 36, H, carries 0.326; number 37, H, carries 0.404; number 38, H, carries 0.266; number 39, C, carries -1.490; number 40, C, carries 0.450; number 41, C, carries -0.470; number 42, C, carries -1.030; number 43, N, carries 0.178; number 44, C, carries -0.204; number 45, C, carries -0.959; number 46, C, carries -0.445; number 47, C, carries -0.331; number 48, C, carries -0.879; number 49, H, carries 0.325; number 50, H, carries 0.339; number 51, H, carries 0.441; number 52, H, carries -0.086; number 53, H, carries -0.076; number 54, H, carries 0.393; number 55, H, carries 0.272; number 56, H, carries 0.278; number 57, H, carries 0.643; number 58, H, carries 0.183; number 59, H, carries 0.269; number 60, H, carries 0.399; number 61, H, carries 0.487; number 62, H, carries 0.454; number 63, H, carries 0.093; number 64, H, carries 0.470; number 65, H, carries 0.068; number 66, H, carries 0.499; number 67, H, carries 0.296; number 68, H, carries 0.388; number 69, C, carries -0.914; number 70, N, carries 0.037; number 71, C, carries -0.876; number 72, C, carries -0.751; number 73, C, carries -0.392; number 74, C, carries -0.508; number 75, O, carries -0.532; number 76, H, carries 0.404; number 77, H, carries 0.461; number 78, H, carries 0.273; number 79, H, carries 0.416; number 80, H, carries 0.282; number 81, H, carries 0.226; number 82, H, carries 0.141; number 83, H, carries 0.283; number 84, H, carries 0.498; number 85, H, carries 0.452; number 86, H, carries 0.321; number 87, H, carries 0.249; number 88, H, carries 0.473; number 89, H, carries 0.337; number 90, C, carries -0.811; number 91, N, carries 0.917; number 92, C, carries -1.121; number 93, C, carries -1.089; number 94, C, carries -0.366; number 95, C, carries 0.156; number 96, O, carries -0.348; number 97, H, carries 0.134; number 98, H, carries 0.420; number 99, H, carries 0.241